Below is 2 unconnected molecules or ions with the total composition C5H12O2, with properties calculated with ωB97M-V with the def2-TZVPD basis set.

The geometry in XYZ format:
```
19
Properties=species:S:1:pos:R:3:nbo_charge:R:1
C 0.858 1.524 1.501 -0.314
C 0.835 0.968 0.287 -0.320
C -0.446 0.389 -0.282 0.060
O -1.307 -0.112 0.729 -0.714
C -0.245 -0.630 -1.404 -0.413
C -1.564 -0.974 -2.093 -0.608
H -0.013 1.486 2.151 0.222
H 1.745 1.996 1.916 0.198
H 1.709 1.025 -0.363 0.210
H -0.995 1.243 -0.698 0.183
H -0.839 -0.814 1.206 0.468
H 0.467 -0.219 -2.132 0.202
H 0.220 -1.539 -0.994 0.195
H -1.428 -1.734 -2.869 0.209
H -2.288 -1.350 -1.364 0.220
H -2.002 -0.084 -2.563 0.202
O 1.470 -0.543 2.554 -0.951
H 1.478 -0.349 1.593 0.482
H 2.345 -0.270 2.856 0.468
```

The gap between HOMO and LUMO comes out at 0.3772 Ha. As for the structure (SMILES): C=C[C@H](O)CC.O. Its energy relative to the best compared isomer or geometry (same formula, charge and spin) is 43.0 kcal per mole. The HOMO energy comes out at -9.42 eV. As for the total energy: -9473.271 eV.

---

Below is 2 unconnected molecules or ions with the total composition C3H10N4S, with properties calculated with ωB97M-V with the def2-TZVPD basis set.

The geometry in XYZ format:
```
18
Properties=species:S:1:pos:R:3:nbo_charge:R:1
C -0.808 0.806 -0.779 0.374
C -1.127 2.189 -1.279 -0.655
C 1.321 -1.645 1.811 -0.527
N -1.576 -0.232 -0.946 -0.033
N 0.374 0.727 -0.103 -0.505
N -1.413 -1.470 -0.943 -0.296
N 0.924 -1.540 0.562 -0.293
S 1.577 1.634 0.381 0.620
H -1.912 2.001 -2.038 0.282
H -0.363 2.753 -1.677 0.259
H -1.567 2.642 -0.483 0.260
H 1.952 -2.658 2.136 0.431
H 2.338 -1.049 2.144 0.353
H 0.439 -1.625 2.377 0.256
H -0.373 -1.881 -0.732 0.436
H -2.325 -2.018 -0.861 0.466
H 1.662 -1.627 -0.114 0.374
H 0.876 2.993 0.545 0.200
```

The gap between HOMO and LUMO (alpha / beta) comes out at 0.2132 / 0.2426 Ha. Its energy relative to the best compared isomer or geometry (same formula, charge and spin) is 140.6 kcal per mole. The HOMO energy (alpha / beta) comes out at -17.79 / -17.90 eV. As for the total energy: -20042.652 eV. Its charge is +2.

---

Below is a molecular structure, C24H47Br20NOS, with properties calculated with ωB97M-V with the def2-TZVPD basis set.

The geometry in XYZ format:
```
94
Properties=species:S:1:pos:R:3:lowdin_charge:R:1
O -1.080 3.377 2.892 -0.070
C -1.465 2.848 1.932 -0.580
N -2.638 3.255 1.236 0.040
C -3.207 2.105 0.466 -0.265
C -1.981 1.147 0.280 -0.234
C -0.851 1.675 1.157 -0.541
S 0.452 2.477 0.125 0.744
H -2.316 3.878 0.503 0.118
H -3.509 2.596 -0.461 0.043
H -4.062 1.672 0.952 -0.033
H -1.716 1.106 -0.754 0.016
H -2.309 0.186 0.657 0.068
H -0.392 0.879 1.713 0.035
H -0.354 3.067 -0.780 -0.121
Br -3.584 1.244 -2.832 0.701
C -3.466 -0.375 -3.911 -0.723
C -3.420 -1.608 -3.053 -0.687
Br -1.667 -1.851 -2.243 0.633
H -2.596 -0.266 -4.547 0.011
H -4.362 -0.370 -4.528 0.025
H -3.582 -2.496 -3.660 0.043
H -4.142 -1.585 -2.242 0.053
Br -5.971 3.457 2.656 0.710
C -7.539 3.455 1.509 -0.679
C -7.833 2.086 0.952 -0.675
Br -6.531 1.598 -0.403 0.657
H -7.335 4.191 0.737 0.050
H -8.370 3.797 2.123 0.058
H -8.807 2.082 0.468 0.059
H -7.796 1.299 1.699 0.052
Br 4.659 2.787 0.693 0.616
C 4.540 2.245 2.564 -0.703
C 4.085 0.820 2.692 -0.685
Br 2.172 0.654 2.374 0.673
H 3.878 2.951 3.056 0.060
H 5.549 2.353 2.961 -0.075
H 4.240 0.462 3.707 -0.023
H 4.581 0.151 1.996 0.015
Br 6.956 -1.487 -1.826 0.644
C 7.354 -0.231 -0.393 -0.676
C 8.095 -0.901 0.734 -0.673
Br 6.911 -2.002 1.821 0.616
H 6.408 0.206 -0.087 0.013
H 7.975 0.538 -0.846 0.064
H 8.502 -0.157 1.416 0.053
H 8.895 -1.549 0.389 0.001
Br 7.377 1.753 4.424 0.714
C 7.340 1.224 6.302 -0.659
C 6.894 -0.203 6.475 -0.678
Br 4.971 -0.391 6.250 0.659
H 6.697 1.933 6.813 0.054
H 8.364 1.346 6.649 0.059
H 7.097 -0.539 7.489 0.059
H 7.363 -0.880 5.768 0.050
Br -4.260 -0.225 2.859 0.684
C -3.790 1.245 4.049 -0.693
C -2.832 0.803 5.117 -0.737
Br -3.724 -0.224 6.516 0.608
H -4.720 1.637 4.444 0.009
H -3.325 1.994 3.409 0.023
H -2.410 1.665 5.622 0.010
H -2.031 0.182 4.733 0.039
Br 9.211 -5.058 -3.247 0.600
C 9.051 -5.676 -1.408 -0.690
C 9.033 -4.528 -0.435 -0.708
Br 10.807 -3.768 -0.171 0.615
H 9.867 -6.370 -1.237 0.049
H 8.105 -6.213 -1.367 0.059
H 8.718 -4.867 0.550 0.057
H 8.390 -3.716 -0.760 -0.026
Br 0.140 2.396 4.844 0.813
C 0.434 1.980 6.722 -0.653
C 0.522 3.229 7.557 -0.694
Br 2.237 4.119 7.334 0.596
H 1.332 1.373 6.774 0.044
H -0.425 1.380 7.024 0.051
H 0.461 2.983 8.615 0.056
H -0.245 3.955 7.309 0.051
Br -4.437 0.963 -7.395 0.633
C -4.345 -0.649 -8.488 -0.700
C -4.296 -1.888 -7.639 -0.715
Br -2.532 -2.137 -6.847 0.662
H -3.478 -0.544 -9.132 0.054
H -5.249 -0.640 -9.091 0.014
H -4.468 -2.783 -8.240 -0.047
H -5.010 -1.866 -6.821 0.050
Br -6.108 -2.354 -11.450 0.646
C -6.620 -4.230 -11.385 -0.687
C -7.365 -4.565 -10.121 -0.674
Br -6.168 -4.698 -8.589 0.689
H -5.708 -4.807 -11.502 0.053
H -7.258 -4.381 -12.252 0.059
H -7.829 -5.545 -10.207 0.059
H -8.120 -3.829 -9.866 0.053
```

The gap between HOMO and LUMO comes out at 0.3313 Ha. The HOMO energy comes out at -8.73 eV. As for the total energy: -1440873.787 eV.

---

Below is a gas-phase ion, C6H15NP (charge +1), with properties calculated with ωB97M-V with the def2-TZVPD basis set.

The geometry in XYZ format:
```
23
Properties=species:S:1:pos:R:3:nbo_charge:R:1
C -0.562 -1.907 -1.105 -0.315
C -0.407 -1.109 -0.064 -0.295
C -0.377 0.332 -0.092 -0.358
N -1.370 0.970 0.887 -0.542
C -2.737 1.200 0.332 -0.419
P 1.397 0.909 0.167 0.778
C 2.222 -0.305 1.332 -0.928
C 2.110 0.233 -1.419 -0.883
H -0.499 -2.911 -0.986 0.218
H -0.901 -1.527 -2.106 0.214
H -0.065 -1.486 0.952 0.215
H -0.990 0.617 -1.246 0.255
H -0.985 1.824 1.469 0.456
H -1.427 0.265 1.655 0.428
H -2.967 0.383 -0.390 0.244
H -3.541 1.336 1.070 0.253
H -2.537 2.132 -0.179 0.230
H 3.233 0.067 1.406 0.263
H 2.164 -1.351 0.973 0.235
H 1.643 -0.221 2.385 0.233
H 1.641 0.782 -2.264 0.244
H 1.929 -0.847 -1.408 0.237
H 3.027 0.617 -1.369 0.236
```

The gap between HOMO and LUMO comes out at 0.3416 Ha. As for the structure (SMILES): C=C[C@@H]([NH2+]C)P(C)C. Its energy relative to the best compared isomer or geometry (same formula, charge and spin) is 39.1 kcal per mole. The HOMO energy comes out at -12.57 eV. As for the total energy: -17234.984 eV. Its charge is +1.